Entry 1:
6 unconnected molecules or ions with the total composition C30H53BBr2NO20. Source: the OMol25 dataset; level of theory: ωB97M-V/def2-TZVPD.

XYZ file:
```
107
Properties=species:S:1:pos:R:3
C 10.157 -2.059 -0.308
C 9.174 -0.785 -0.271
C 8.119 -0.964 -1.472
O 7.172 -2.048 -1.262
B 5.816 -1.535 -1.030
Br 5.786 -0.246 0.561
O 5.034 -1.060 -2.200
C 4.329 -2.209 -2.730
Br 3.057 -1.945 -4.227
C 3.879 -3.034 -1.423
C 4.005 -4.643 -1.593
O 5.419 -4.991 -1.681
C 5.805 -5.876 -0.608
C 7.407 -5.690 -0.358
O 7.761 -5.656 1.038
C 7.293 -4.411 1.659
C 8.368 -3.784 2.672
C 2.720 -2.474 -0.483
C 2.458 -0.961 -0.199
C 1.379 -0.393 0.732
N 0.507 -1.263 1.438
C 0.684 -2.641 1.181
C 1.693 -3.384 0.292
O 5.066 -2.755 -0.605
H 10.027 -2.750 0.607
H 11.245 -1.695 -0.350
H 9.959 -2.678 -1.257
H 9.785 0.157 -0.472
H 8.665 -0.705 0.762
H 8.749 -1.272 -2.395
H 7.583 0.005 -1.767
H 5.196 -2.857 -3.133
H 3.477 -5.216 -0.758
H 3.557 -4.955 -2.610
H 5.690 -6.961 -0.992
H 5.244 -5.716 0.371
H 7.947 -6.555 -0.901
H 7.694 -4.739 -0.934
H 6.322 -4.672 2.217
H 7.042 -3.623 0.856
H 8.139 -4.169 3.720
H 9.435 -4.051 2.330
H 8.261 -2.634 2.700
H 3.152 -0.206 -0.717
H 1.326 0.747 0.870
H -0.053 -3.332 1.739
H 1.711 -4.525 0.188
C -0.819 0.197 -1.968
O -2.214 0.250 -1.659
C -2.682 1.488 -1.435
O -2.039 2.508 -1.475
O -3.995 1.392 -1.157
C -4.631 2.642 -0.894
H -0.551 -0.848 -2.129
H -0.606 0.753 -2.885
H -0.226 0.581 -1.137
H -4.572 3.296 -1.767
H -4.188 3.123 -0.020
H -5.682 2.444 -0.683
C -7.075 7.658 1.812
O -7.649 6.719 2.720
C -7.655 5.453 2.271
O -7.230 5.076 1.207
O -8.217 4.680 3.215
C -8.291 3.297 2.871
H -7.123 8.643 2.277
H -6.027 7.418 1.620
H -7.642 7.688 0.879
H -7.291 2.883 2.721
H -8.907 3.153 1.980
H -8.760 2.769 3.702
C -2.683 6.293 -1.964
O -2.379 6.501 -3.343
C -3.437 6.393 -4.161
O -4.570 6.145 -3.827
O -3.014 6.610 -5.418
C -4.042 6.525 -6.403
H -1.758 6.404 -1.397
H -3.396 7.041 -1.609
H -3.067 5.284 -1.802
H -4.809 7.282 -6.225
H -4.480 5.525 -6.417
H -3.587 6.717 -7.376
C -3.038 0.973 5.950
O -4.430 1.020 6.266
C -4.901 2.255 6.497
O -4.261 3.277 6.458
O -6.212 2.155 6.779
C -6.849 3.403 7.047
H -2.769 -0.071 5.783
H -2.831 1.533 5.035
H -2.441 1.355 6.781
H -6.793 4.059 6.176
H -6.405 3.883 7.922
H -7.900 3.204 7.261
C -4.060 -1.831 -2.103
O -4.434 -3.087 -1.533
C -4.092 -4.152 -2.274
O -3.520 -4.123 -3.336
O -4.499 -5.259 -1.627
C -4.199 -6.476 -2.306
H -4.383 -1.044 -1.423
H -2.978 -1.766 -2.214
H -4.557 -1.681 -3.065
H -3.120 -6.594 -2.425
H -4.701 -6.510 -3.275
H -4.572 -7.299 -1.694
```

Results
Total charge = -1
HOMO level = -6.01 eV
Frontier orbital gap = 7.64 eV



Entry 2:
A molecular structure, C24H31Cl3N5O2PdS2Se. Source: the OMol25 dataset; level of theory: ωB97M-V/def2-TZVPD.

XYZ file:
```
69
Properties=species:S:1:pos:R:3
Pd -6.275 14.131 12.120
Cl 0.240 11.636 12.820
C -0.471 13.207 12.432
C -1.752 13.277 11.901
C -2.344 14.481 11.498
C -1.613 15.663 11.622
C -2.146 16.977 11.110
C -2.901 17.937 12.011
N -3.777 17.198 12.913
C -3.487 16.510 14.029
C -4.519 15.631 14.190
N -5.370 15.728 13.156
C -4.902 16.686 12.386
O -3.019 16.704 10.040
C -2.422 16.808 8.717
C -1.034 16.282 8.672
C 0.145 16.913 8.882
Cl 0.379 18.652 9.060
S 1.580 15.940 8.886
C 0.601 14.564 8.721
C -0.709 14.890 8.547
C -0.318 15.506 12.143
Cl 0.612 16.998 12.394
C 0.326 14.313 12.438
H -2.406 12.430 11.968
H -3.382 14.533 11.165
H -1.286 17.492 10.690
H -3.397 18.670 11.382
H -2.212 18.550 12.604
H -2.655 16.760 14.674
H -4.686 14.968 15.036
H -5.286 16.860 11.427
H -2.390 17.857 8.418
H -3.120 16.269 8.072
H 1.103 13.632 8.630
H -1.405 14.086 8.396
H 1.322 14.238 12.857
C -10.092 15.386 9.594
C -9.375 14.121 10.181
N -8.339 13.503 9.321
C -7.113 13.958 9.127
S -6.668 15.386 10.055
N -6.296 13.276 8.391
C -4.883 13.617 8.150
C -4.564 14.273 6.775
H -10.713 15.732 10.440
H -10.745 15.228 8.712
H -9.409 16.247 9.401
H -10.154 13.359 10.314
H -8.861 14.436 11.145
H -8.530 12.573 8.944
H -6.611 12.427 7.959
H -4.345 12.635 8.219
H -4.574 14.271 8.950
H -4.612 13.495 6.035
H -3.473 14.547 6.695
H -5.200 15.138 6.582
Se -7.306 10.175 9.309
C -6.774 11.326 10.595
N -6.505 12.127 11.416
C -9.859 15.204 14.023
C -8.500 14.851 14.574
O -7.790 13.850 13.782
H -10.232 16.052 14.601
H -10.538 14.356 13.986
H -9.737 15.518 12.958
H -8.579 14.463 15.600
H -7.838 15.699 14.553
H -8.240 13.007 13.821
```

Results
2S+1 = 3
Total charge = +1
HOMO level (alpha / beta) = -10.81 / -10.77 eV
ΔE to the lowest compared entry with this formula, charge and spin = 0.00 kcal per mole
<S²> = 2.009
Frontier orbital gap (alpha / beta) = 8.86 / 5.23 eV



Entry 3:
A molecular structure, C26H26AuN7S. Source: the OMol25 dataset; level of theory: ωB97M-V/def2-TZVPD.

XYZ file:
```
61
Properties=species:S:1:pos:R:3
Au -0.193 -0.974 1.396
C 4.601 -1.941 -2.870
C 5.346 -1.881 -1.697
C 4.727 -1.645 -0.480
C 3.349 -1.464 -0.441
C 2.604 -1.505 -1.612
C 3.227 -1.754 -2.827
N 2.601 -1.185 0.742
N 3.158 -1.504 1.796
C 2.412 -1.248 2.989
C 3.210 -1.230 4.132
C 2.644 -0.997 5.371
C 1.269 -0.818 5.448
C 0.484 -0.865 4.303
C 1.018 -1.086 3.025
H 5.096 -2.124 -3.815
H 6.419 -2.017 -1.736
H 5.291 -1.599 0.442
H 1.537 -1.343 -1.527
H 2.648 -1.794 -3.742
H 4.275 -1.387 4.015
H 3.257 -0.966 6.262
H 0.798 -0.655 6.410
H -0.586 -0.738 4.416
C -0.483 -4.465 -1.582
N -1.294 -3.497 -0.871
C -1.332 -2.190 -1.149
S -2.145 -1.116 -0.088
N -0.734 -1.785 -2.275
C -0.744 -0.417 -2.768
H -0.518 -5.407 -1.043
H 0.560 -4.143 -1.638
H -0.865 -4.644 -2.591
H -1.685 -3.739 0.024
H -0.364 -2.491 -2.892
H -0.940 0.253 -1.935
H -1.514 -0.281 -3.530
H 0.229 -0.181 -3.198
C 0.991 3.441 -0.647
C 0.888 2.080 -0.417
N -0.172 1.527 0.175
C -1.168 2.316 0.537
C -1.188 3.692 0.317
C -0.061 4.258 -0.263
C -2.335 4.517 0.733
C -3.632 4.237 0.602
C -4.250 3.106 -0.120
C -5.520 2.664 0.237
C -6.056 1.619 -0.492
N -5.410 1.047 -1.504
C -4.207 1.550 -1.768
N -3.597 2.546 -1.143
H 1.877 3.851 -1.112
H 1.687 1.400 -0.695
H -2.004 1.831 1.031
H -0.016 5.328 -0.429
H -2.082 5.449 1.228
H -4.341 4.920 1.059
H -6.062 3.116 1.056
H -7.040 1.225 -0.260
H -3.666 1.097 -2.591
```

Results
Total charge = 0
HOMO level = -7.26 eV
ΔE to the lowest compared entry with this formula, charge and spin = 0.00 kcal per mole
Frontier orbital gap = 7.24 eV



Entry 4:
A molecular structure, C28H19BrGaN3O2Se. Source: the OMol25 dataset; level of theory: ωB97M-V/def2-TZVPD.

XYZ file:
```
55
Properties=species:S:1:pos:R:3
Ga 0.112 0.565 0.131
O 2.489 3.857 -0.533
C 2.054 2.753 -0.306
N 0.969 2.368 0.423
C 0.467 3.118 1.452
O 0.503 4.312 1.626
C -0.073 2.200 2.540
C -0.537 2.712 3.734
C -0.907 1.822 4.730
C -0.790 0.460 4.499
C -0.339 0.028 3.263
N 0.011 0.885 2.306
C 2.816 1.516 -0.750
C 4.075 1.620 -1.309
C 4.754 0.453 -1.623
C 4.150 -0.769 -1.372
C 2.884 -0.784 -0.812
N 2.239 0.337 -0.501
H -0.588 3.785 3.855
H -1.279 2.186 5.679
H -1.056 -0.264 5.256
H -0.273 -1.021 3.003
H 4.486 2.607 -1.472
H 5.746 0.495 -2.055
H 4.645 -1.701 -1.604
H 2.368 -1.705 -0.596
Br 0.176 0.917 -2.716
C -1.713 1.101 -2.759
C -2.287 1.201 -3.990
C -3.687 1.324 -4.089
C -4.441 1.341 -2.957
C -3.844 1.249 -1.676
C -4.656 1.285 -0.517
C -4.089 1.227 0.715
C -2.687 1.113 0.845
C -1.833 1.056 -0.233
C -2.432 1.126 -1.534
H -1.674 1.188 -4.880
H -4.147 1.403 -5.066
H -5.520 1.427 -3.016
H -5.731 1.355 -0.634
H -4.708 1.253 1.604
H -2.298 1.058 1.852
Se -0.583 -1.801 0.215
C 0.653 -3.270 0.068
C 1.151 -3.664 -1.173
C 1.941 -4.800 -1.285
C 2.234 -5.561 -0.160
C 1.733 -5.177 1.075
C 0.947 -4.036 1.190
H 0.900 -3.084 -2.053
H 2.319 -5.100 -2.255
H 2.842 -6.452 -0.249
H 1.955 -5.768 1.955
H 0.555 -3.742 2.155
```

Results
Total charge = 0
HOMO level = -8.02 eV
ΔE to the lowest compared entry with this formula, charge and spin = 23.04 kcal per mole
Frontier orbital gap = 7.71 eV